Entry 1:
8 unconnected molecules or ions with the total composition C20H56N2O8. Source: the OMol25 dataset; level of theory: ωB97M-V/def2-TZVPD.

Results
HOMO level: -8.98 eV
Orbital gap: 9.244 eV
Spin multiplicity: 1
SMILES: NC(N)=O.CC(C)O.CC(C)O.CC(C)O.CC(C)O.CC(C)O.CC(C)O.CO
Lowest unoccupied orbital energy: 0.27 eV

Each line ends with the Mulliken charge.
Positions of all 86 atoms, in Å:
C: 0.55 3.39 -0.57  -1.40
O: 0.52 2.00 -0.63  -0.39
H: 1.14 3.85 0.25  0.17
H: -0.31 4.01 -0.64  0.35
H: 1.11 3.61 -1.46  0.68
H: 1.02 1.73 -1.42  0.25
C: -1.66 -1.68 0.33  0.71
O: -2.18 -2.90 0.13  -0.78
N: -1.97 -0.57 -0.40  0.06
N: -0.77 -1.40 1.16  0.15
H: -2.70 -0.59 -1.11  0.22
H: -1.57 0.41 -0.29  -0.22
H: -0.42 -2.07 1.89  -0.06
H: -0.49 -0.43 1.35  0.56
C: -1.87 -2.53 -3.13  -0.56
C: -2.61 -2.10 -4.44  0.37
C: -3.87 -1.22 -4.17  -1.67
O: -1.87 -1.46 -5.15  -0.48
H: -2.49 -3.25 -2.63  0.53
H: -1.49 -1.76 -2.47  -0.25
H: -1.18 -3.26 -3.61  0.29
H: -2.91 -2.96 -5.01  0.27
H: -4.30 -0.98 -5.13  0.59
H: -3.71 -0.27 -3.64  0.21
H: -4.48 -1.80 -3.59  0.42
H: -2.35 -0.83 -5.70  0.36
C: -1.59 3.54 -3.16  -1.72
C: -2.23 2.50 -2.16  1.71
C: -3.75 2.68 -1.95  -1.70
O: -1.97 1.28 -2.47  -0.03
H: -1.87 4.50 -2.82  0.45
H: -1.98 3.55 -4.15  0.44
H: -0.55 3.40 -3.32  0.38
H: -1.94 2.68 -1.09  -0.76
H: -4.36 2.36 -2.79  0.39
H: -4.16 3.67 -1.67  0.37
H: -4.02 2.05 -1.11  0.36
H: -1.14 1.18 -2.95  0.14
C: 3.71 1.98 1.12  -1.04
C: 3.27 1.29 2.31  1.62
C: 2.96 -0.13 2.06  -0.92
O: 3.98 1.42 3.34  -0.58
H: 4.43 2.81 1.13  0.38
H: 2.91 2.38 0.40  0.01
H: 4.22 1.18 0.49  0.20
H: 2.40 1.86 2.65  -0.58
H: 2.68 -0.59 3.05  0.05
H: 3.90 -0.75 1.75  0.42
H: 2.09 -0.34 1.40  -0.08
H: 4.18 2.37 3.45  0.53
C: 1.09 -3.10 -1.88  -2.07
C: 1.35 -1.84 -1.10  2.77
C: 2.72 -1.26 -1.47  -1.44
O: 0.58 -0.87 -1.40  -0.33
H: 1.98 -3.69 -1.82  0.62
H: 0.87 -3.00 -2.91  0.27
H: 0.22 -3.61 -1.42  0.40
H: 1.23 -1.96 0.00  -0.66
H: 2.85 -0.97 -2.50  0.42
H: 3.50 -1.98 -1.27  0.42
H: 3.03 -0.34 -0.90  0.00
H: -0.11 -0.90 -0.80  -0.85
C: 2.22 -3.22 4.84  -1.61
C: 1.37 -2.98 3.56  1.09
C: 0.74 -4.34 3.06  -1.48
O: 0.43 -2.15 3.72  -0.64
H: 1.73 -3.95 5.47  0.44
H: 2.29 -2.33 5.49  0.37
H: 3.18 -3.65 4.67  0.37
H: 2.10 -2.67 2.85  -0.12
H: 1.57 -5.07 3.03  0.38
H: 0.48 -4.29 2.04  0.46
H: -0.13 -4.68 3.61  0.35
H: 0.88 -1.39 4.15  0.34
C: 0.36 3.16 3.06  -1.59
C: -0.49 2.03 2.42  0.64
C: -1.68 2.59 1.70  -1.63
O: 0.09 1.12 1.82  0.19
H: 0.86 2.76 3.93  0.40
H: -0.13 4.10 3.24  0.36
H: 1.16 3.35 2.34  0.27
H: -1.04 1.56 3.24  0.44
H: -2.27 3.11 2.45  0.59
H: -2.34 1.87 1.34  0.25
H: -1.28 3.37 1.05  0.33
H: 0.29 1.39 0.96  -0.15



Entry 2:
C6H4F2OS in the gas phase. Source: the OMol25 dataset; level of theory: ωB97M-V/def2-TZVPD.

Results
HOMO level: -9.18 eV
Orbital gap: 9.752 eV
Spin multiplicity: 1
SMILES: Fc1cccc(F)c1OS
Lowest unoccupied orbital energy: 0.57 eV

Each line ends with the natural charge from an NBO analysis.
Positions of all 14 atoms, in Å:
C: -1.89 0.19 -0.46  -0.17
C: -1.25 1.28 0.08  -0.31
C: -1.31 -1.07 -0.65  -0.27
C: 0.62 -0.20 0.43  0.16
C: -0.01 1.11 0.55  0.39
C: 0.03 -1.17 -0.30  0.35
O: 2.06 -0.41 1.05  -0.66
F: 0.75 2.07 1.13  -0.30
F: 0.65 -2.38 -0.37  -0.31
S: 3.26 -0.58 -0.03  0.34
H: -2.98 0.28 -0.59  0.22
H: -1.89 2.22 0.22  0.25
H: -1.71 -1.97 -0.98  0.24
H: 3.67 0.64 -0.09  0.06



Entry 3:
2 unconnected molecules or ions with the total composition ClH3N2S. Source: the OMol25 dataset; level of theory: ωB97M-V/def2-TZVPD.

Results
HOMO level (spin up / spin down): -8.93 / -8.92 eV
Orbital gap (spin up / spin down): 8.383 / 8.409 eV
Spin multiplicity: 1
Lowest unoccupied orbital energy (spin up / spin down): -0.55 / -0.51 eV

Each line ends with the natural charge from an NBO analysis.
Positions of all 7 atoms, in Å:
N: -0.94 -1.61 0.11  -0.53
N: -0.16 1.23 0.20  -0.99
S: 0.59 0.08 -0.72  0.64
Cl: 2.34 -0.22 0.28  -0.18
H: -0.54 -2.46 -0.30  0.26
H: -0.31 2.11 -0.27  0.40
H: -0.97 0.87 0.70  0.41



Entry 4:
C4H11N3S in the gas phase. Source: the OMol25 dataset; level of theory: ωB97M-V/def2-TZVPD.

Results
HOMO level: -8.36 eV
Orbital gap: 9.014 eV
Spin multiplicity: 1
SMILES: CN(C)/C(CN)=N\S
Lowest unoccupied orbital energy: 0.65 eV

Each line ends with the natural charge from an NBO analysis.
Positions of all 19 atoms, in Å:
C: 0.64 1.32 -1.01  -0.45
C: -0.20 1.03 1.42  -0.51
C: -0.79 -0.43 -0.50  0.41
C: 0.46 -1.40 -0.49  -0.29
H: 0.36 1.04 -2.10  0.22
H: 0.66 2.42 -1.20  0.20
H: 1.64 1.24 -0.63  0.20
H: 0.67 0.08 1.56  0.28
H: 0.32 2.08 1.54  0.21
H: -1.41 0.98 1.80  0.23
H: 0.09 -2.43 -0.90  0.21
H: 1.19 -1.08 -1.26  0.19
H: 2.29 -1.68 0.19  0.37
H: 1.22 -2.23 1.46  0.39
H: -2.73 0.87 -0.11  0.11
N: -0.46 0.93 -0.15  -0.54
N: 1.33 -1.37 0.74  -0.86
N: -1.94 -1.09 -0.46  -0.57
S: -3.33 -0.27 0.11  0.18



Entry 5:
A gas-phase ion, C3H5FN (charge +1). Source: the OMol25 dataset; level of theory: ωB97M-V/def2-TZVPD.

Results
HOMO level: -14.72 eV
Orbital gap: 10.452 eV
Total charge: +1
Spin multiplicity: 1
SMILES: [NH3+]CC#CF
Lowest unoccupied orbital energy: -4.27 eV

Each line ends with the natural charge from an NBO analysis.
Positions of all 10 atoms, in Å:
C: -0.69 -0.51 -0.57  -0.28
C: -1.05 -0.80 -1.76  0.54
C: 0.09 -0.51 0.67  -0.28
N: 0.67 0.89 0.63  -0.68
F: -1.81 -0.90 -2.84  -0.23
H: 0.80 -1.42 0.55  0.30
H: -0.58 -0.63 1.41  0.26
H: 0.97 1.30 1.58  0.45
H: 0.05 1.60 0.14  0.47
H: 1.56 0.97 0.19  0.45



Calculated values (kcal per mole) of energy relative to the best compared isomer or geometry (same formula, charge and spin) for the records, taken in order: 136.1, 4.7, 67.7, 116.1, 9.8.
Calculated values (eV) of calculated total energy for the records, taken in order: -41000.2033, -24601.9836, -26382.1666, -19627.1270, -7388.6562.
Calculated values (eV/A) of max |F| for the records, taken in order: 13.49, 4.53, 1.31, 4.98, 7.83.